# 1
2 unconnected molecules or ions with the total composition C3H5F3Se, computed with wB97M-V/def2-TZVPD.

Output
Total energy: -2818.17111 hartree
Strongest force on any atom: 4.56 eV/A
E_LUMO (alpha / beta): -0.8681 / -0.2872 eV
HOMO energy (alpha / beta): -0.274 / -0.337 Eh
Multiplicity: 1
Orbital gap (alpha / beta): 6.5979 / 8.8750 eV
Energy above the lowest of the compared OMol25 structures with the same formula, charge and spin: 404.59 kJ/mol

```
12
Properties=species:S:1:pos:R:3:forces:R:3:nbo_charge:R:1
C -0.0039 -1.2596 1.3693 -1.5 2.4 0.1 -0.810
C -0.8557 -0.6108 -1.3770 0.0 1.9 4.2 -0.662
C 0.6210 1.5900 -0.5164 -0.4 1.1 0.2 0.868
F 1.0202 2.5479 -1.4389 -0.1 -1.6 1.5 -0.354
F 0.0343 2.2977 0.5387 0.9 -1.1 -1.3 -0.370
F 1.6717 0.8824 -0.0059 -0.8 1.4 -0.8 -0.352
Se 0.3148 -1.6504 -0.5404 1.3 -1.8 0.7 0.531
H -0.9906 -0.6339 1.2514 1.5 -1.6 0.8 0.235
H -0.0881 -2.1813 1.9765 -0.2 0.6 -0.6 0.241
H 0.6942 -0.5117 1.8795 -0.5 -1.2 -1.2 0.250
H -1.5188 -0.0147 -0.7724 -0.4 -0.2 0.1 0.216
H -0.8990 -0.4554 -2.3645 0.1 0.1 -3.6 0.208
```
Forces are in eV/Å.

***

# 2
A gas-phase ion, C3H5FN (charge +1), computed with wB97M-V/def2-TZVPD.

Output
Total energy: -271.45802 hartree
Total charge: +1
Strongest force on any atom: 9.88 eV/A
SMILES: [NH3+]CC#CF
E_LUMO (alpha / beta): -5.3158 / -5.3138 eV
HOMO energy (alpha / beta): -0.523 / -0.523 Eh
Multiplicity: 1
Orbital gap (alpha / beta): 8.9107 / 8.9144 eV
Energy above the lowest of the compared OMol25 structures with the same formula, charge and spin: 225.10 kJ/mol

```
10
Properties=species:S:1:pos:R:3:forces:R:3:nbo_charge:R:1
N 1.2804 -0.4750 0.0118 -0.6 -2.3 -4.0 -0.711
C 0.3228 0.6484 0.0122 -1.3 1.2 -0.5 -0.341
C -1.0115 0.2358 0.4323 -8.2 -2.4 -4.9 -0.246
C -2.2918 -0.0642 -0.2515 8.2 1.5 4.7 0.571
F -3.4515 -0.4146 0.0425 -0.4 0.2 -0.2 -0.214
H 2.2552 -0.1483 0.0476 -0.2 -0.6 1.2 0.470
H 1.2685 -1.1303 -0.8916 -0.3 2.0 1.9 0.456
H 0.7148 -1.0442 0.6417 1.6 -0.9 1.3 0.480
H 0.6153 1.1920 0.8820 0.8 1.3 0.2 0.259
H 0.2980 1.2005 -0.9269 0.4 0.2 0.3 0.277
```
Forces are in eV/Å.

***

# 3
2 unconnected molecules or ions with the total composition C3H5FN2S, computed with wB97M-V/def2-TZVPD.

Output
Total energy: -724.79429 hartree
Strongest force on any atom: 7.43 eV/A
SMILES: N#[N+][S-].C/C=C/F
E_LUMO: 0.4013 eV
HOMO energy: -0.345 Eh
Multiplicity: 1
Orbital gap: 9.7960 eV
Energy above the lowest of the compared OMol25 structures with the same formula, charge and spin: 189.91 kJ/mol

```
12
Properties=species:S:1:pos:R:3:forces:R:3:nbo_charge:R:1
N -2.4059 0.2112 -1.7792 -0.9 -0.8 2.8 0.017
N -2.8844 -0.1556 -0.8059 2.9 2.3 -6.4 -0.179
S -3.6480 -0.6983 0.3525 -2.0 -1.5 3.7 0.164
C 1.5252 -0.8509 -0.1898 2.3 -0.8 3.0 -0.638
C 1.1753 0.5502 0.0706 -2.5 0.1 1.3 -0.254
C 0.1674 0.8293 0.9456 1.7 1.9 -2.0 0.197
F -0.1897 2.1709 1.0201 -0.1 -1.0 0.4 -0.364
H 2.6570 -0.9693 -0.1659 -1.1 0.1 0.2 0.212
H 1.3107 -1.1464 -1.1733 -1.0 -0.8 -1.2 0.222
H 1.1287 -1.4656 0.7022 0.4 0.4 -1.9 0.215
H 1.6214 1.3031 -0.5742 -0.3 0.2 0.4 0.222
H -0.4577 0.2213 1.5973 0.4 -0.1 -0.3 0.186
```
Forces are in eV/Å.

***

# 4
2 unconnected molecules or ions with the total composition C3H5FO, computed with wB97M-V/def2-TZVPD.

Output
Total energy: -292.22756 hartree
Strongest force on any atom: 5.34 eV/A
E_LUMO (alpha / beta): 0.2620 / -0.0846 eV
HOMO energy (alpha / beta): -0.320 / -0.301 Eh
Multiplicity: 1
Orbital gap (alpha / beta): 8.9708 / 8.1187 eV
Energy above the lowest of the compared OMol25 structures with the same formula, charge and spin: 443.05 kJ/mol

```
10
Properties=species:S:1:pos:R:3:forces:R:3:nbo_charge:R:1
C 0.9828 -1.9382 -0.4742 0.0 0.6 -2.7 -0.645
C 0.3842 -0.8393 -0.8274 -1.8 3.4 -0.7 0.295
C -0.8561 1.2210 0.0947 -2.6 -4.6 -0.9 0.070
O -1.7950 1.4718 -0.8464 0.2 -0.8 1.6 -0.646
F 0.2738 -0.5070 -2.1688 0.0 -0.3 0.7 -0.401
H 1.3968 -2.4494 -1.3485 0.2 -0.6 0.8 0.224
H 1.1265 -2.0028 0.5317 0.7 -1.2 2.4 0.223
H -0.0406 1.8353 0.0796 2.1 1.3 0.6 0.173
H -1.2604 0.5439 0.9083 0.9 1.5 -0.9 0.219
H -1.4234 1.9598 -1.5631 0.5 0.6 -0.9 0.488
```
Forces are in eV/Å.

***

# 5
A molecular structure, C3H5FO, computed with wB97M-V/def2-TZVPD.

Output
Total energy: -292.27009 hartree
Strongest force on any atom: 4.83 eV/A
E_LUMO: 0.1245 eV
HOMO energy: -0.356 Eh
Multiplicity: 1
Orbital gap: 9.8072 eV
Energy above the lowest of the compared OMol25 structures with the same formula, charge and spin: 331.39 kJ/mol

```
10
Properties=species:S:1:pos:R:3:forces:R:3:nbo_charge:R:1
C -0.2705 -1.4514 -0.1949 0.8 -0.2 0.1 -0.728
C 0.6009 -0.2045 -0.3420 -0.4 1.8 3.2 0.540
C -0.2411 1.1292 0.2806 3.9 -1.1 1.0 -0.082
H -1.3518 -1.4010 -0.6090 1.9 0.2 1.3 0.252
H -0.1496 -1.4719 1.2113 -0.6 -0.8 -4.7 0.262
H 0.3191 -2.1463 -0.9302 -1.0 0.2 2.3 0.249
H 0.3613 2.2764 -0.0901 -2.9 -3.4 1.0 0.221
H 0.0596 0.8584 1.4023 -0.4 1.4 -2.2 0.188
O 1.8156 -0.2369 -0.2344 -1.8 0.3 -1.3 -0.539
F -1.5888 0.7711 0.2698 0.6 1.8 -0.8 -0.364
```
Forces are in eV/Å.

***

# 6
A single C3H5FO2 molecule, computed with wB97M-V/def2-TZVPD.

Output
Total energy: -367.63375 hartree
Strongest force on any atom: 3.05 eV/A
SMILES: O=COCCF
E_LUMO: 0.9311 eV
HOMO energy: -0.403 Eh
Multiplicity: 1
Orbital gap: 11.9052 eV
Energy above the lowest of the compared OMol25 structures with the same formula, charge and spin: 61.68 kJ/mol

```
11
Properties=species:S:1:pos:R:3:forces:R:3:nbo_charge:R:1
O 1.9283 0.7723 -0.3753 0.0 -0.4 0.0 -0.595
C 1.6746 -0.3854 -0.5971 0.9 1.1 -0.3 0.645
O 0.5809 -0.9980 -0.1883 1.3 -1.1 -1.0 -0.486
C -0.2274 -0.3277 0.7034 -2.9 0.7 0.6 -0.125
C -1.2773 0.5244 -0.0824 0.1 0.1 1.4 0.021
F -2.1345 -0.2478 -0.8625 0.8 0.4 -0.1 -0.358
H 2.3511 -1.0413 -1.1678 -0.4 -0.1 0.1 0.132
H 0.2363 0.4447 1.3076 0.8 -0.3 0.2 0.207
H -0.5830 -1.1705 1.3154 -0.6 0.8 0.1 0.204
H -1.9302 1.1855 0.5381 0.5 -0.9 0.1 0.172
H -0.6189 1.2438 -0.5911 -0.6 -0.5 -1.0 0.182
```
Forces are in eV/Å.